Record 1
Formula: C6H35NO10
Source: the OMol25 dataset
Level of theory: ωB97M-V/def2-TZVPD

Its SMILES is CC[C@@H](C)[C@H](C)N.O.O.O.O.O.O.O.O.O.O. The total energy is -1056.7069 Ha. The value obtained for the energy relative to the best compared isomer or geometry (same formula, charge and spin) is 291.8 kJ/mol. Its HOMO-LUMO gap is 10.213 eV.

Each line ends with the Mulliken charge.
Cartesian coordinates (Å):
1 C 2.18 1.89 -0.13  -1.6104
2 C 1.79 0.52 0.47  0.9092
3 C 0.31 0.40 0.78  1.8597
4 C -0.70 0.86 -0.28  -0.8840
5 C 0.02 1.30 2.02  -1.2078
6 C -1.39 1.12 2.63  -0.9975
7 N 2.27 -0.59 -0.45  -0.4981
8 H 1.39 2.42 -0.64  0.1713
9 H 2.36 2.60 0.69  0.3745
10 H 3.16 1.73 -0.58  0.5367
11 H 2.49 0.31 1.27  -0.6424
12 H 0.02 -0.57 1.18  -0.2034
13 H -0.65 1.95 -0.36  0.2530
14 H -0.60 0.34 -1.22  -0.0693
15 H -1.66 0.76 0.20  0.2836
16 H 0.72 1.02 2.80  0.5497
17 H 0.24 2.34 1.77  0.3134
18 H -1.91 0.30 2.12  0.0822
19 H -2.02 1.99 2.66  0.2929
20 H -1.17 0.70 3.61  0.3410
21 H 1.48 -1.02 -0.91  -0.1112
22 H 2.86 -0.24 -1.19  0.2267
23 H -0.98 3.82 0.79  0.3213
24 H -2.42 3.17 0.63  0.3350
25 O -1.87 3.76 1.16  -0.6432
26 H 1.44 -2.49 0.21  0.4015
27 H 1.42 -4.10 0.38  0.2435
28 O 0.99 -3.27 0.59  -0.6294
29 H 1.35 -2.64 2.62  0.2721
30 H 1.30 -1.80 3.88  0.2386
31 O 1.14 -1.76 2.94  -0.4824
32 H -0.69 -3.13 -2.26  0.2384
33 H -0.61 -2.47 -0.89  0.2823
34 O -0.37 -2.34 -1.82  -0.5255
35 H 3.23 -1.57 1.19  0.4298
36 H 3.53 -0.71 2.39  0.3763
37 O 3.77 -1.58 2.02  -0.6782
38 H 0.06 -0.94 -3.62  0.3036
39 H 1.59 -1.13 -3.46  0.2832
40 O 0.93 -0.61 -3.92  -0.7059
41 H -4.38 0.47 1.32  0.2584
42 H -3.93 0.31 -0.23  0.2456
43 O -3.68 0.25 0.69  -0.5284
44 H 0.43 1.04 -4.11  0.4415
45 H 1.34 2.18 -3.85  0.2662
46 O 0.44 2.01 -4.15  -0.6551
47 H -1.30 -2.68 0.81  0.3185
48 H -2.16 -1.53 0.92  0.3928
49 O -2.00 -2.26 0.27  -0.7625
50 H -2.66 0.99 -2.75  0.2840
51 H -2.48 2.02 -1.76  0.3152
52 O -2.99 1.22 -1.89  -0.6072


Record 2
Formula: C6H36N2O10
Source: the OMol25 dataset
Level of theory: ωB97M-V/def2-TZVPD

Its SMILES is CN[C@H](CN)C(C)C.O.O.O.O.O.O.O.O.O.O. The total energy is -1111.9888 Ha. The value obtained for the energy relative to the best compared isomer or geometry (same formula, charge and spin) is 465.4 kJ/mol. Its HOMO-LUMO gap is 8.175 eV.

Each line ends with the Mulliken charge.
Cartesian coordinates (Å):
1 C -0.11 1.97 3.34  -1.0127
2 N 0.62 1.37 2.23  0.1100
3 C 0.07 1.42 0.87  0.2464
4 C 0.71 2.69 0.12  1.1506
5 C -0.29 2.97 -0.97  -1.0887
6 C 2.11 2.66 -0.31  -1.7294
7 C 0.30 -0.01 0.08  -0.1518
8 N -0.56 -1.10 0.51  -0.3511
9 H 0.61 2.63 3.80  0.3144
10 H -0.45 1.25 4.09  0.3143
11 H -1.05 2.44 2.91  0.2766
12 H 1.04 0.47 2.39  0.3489
13 H -0.96 1.66 0.84  -0.2658
14 H 0.74 3.62 0.75  0.2465
15 H -1.40 3.34 -0.68  -0.0762
16 H 0.03 3.46 -1.85  0.5501
17 H -0.55 2.05 -1.45  0.0875
18 H 2.37 1.93 -1.14  0.2341
19 H 2.88 2.21 0.38  0.2376
20 H 2.38 3.57 -0.82  0.4898
21 H 0.34 0.11 -1.02  0.2209
22 H 1.24 -0.33 0.47  -0.3867
23 H -1.49 -1.08 0.07  0.0911
24 H -0.85 -0.95 1.48  0.2990
25 H 2.74 -0.03 3.67  0.2582
26 H 3.77 0.23 2.70  0.2770
27 O 2.91 -0.24 2.72  -0.5458
28 H 0.22 -3.19 -0.36  0.2828
29 H -0.18 -4.67 -0.20  0.2959
30 O -0.10 -3.91 -0.86  -0.6862
31 H 1.94 -1.87 1.64  0.3147
32 H 2.17 -3.07 0.91  0.3527
33 O 1.43 -2.70 1.50  -0.6541
34 H -3.86 -0.14 0.02  0.3154
35 H -4.13 0.89 1.24  0.2766
36 O -3.56 0.66 0.51  -0.5856
37 H -1.42 -1.30 -3.45  0.3273
38 H -0.49 -0.11 -3.95  0.2348
39 O -0.91 -0.53 -3.20  -0.5772
40 H -2.55 3.15 0.74  0.2640
41 H -2.59 4.59 0.91  0.3784
42 O -2.72 3.80 1.43  -0.6202
43 H 2.69 -1.83 -2.32  0.3015
44 H 1.72 -3.02 -1.70  0.3440
45 O 2.53 -2.72 -2.06  -0.6579
46 H 2.89 -0.01 0.62  0.2625
47 H 3.57 -1.27 -0.36  0.3149
48 O 3.59 -0.53 0.22  -0.6124
49 H -2.58 -0.64 -1.95  0.3666
50 H -3.68 -1.65 -2.25  0.3263
51 O -3.58 -0.71 -1.97  -0.6455
52 H -1.28 -3.49 -2.62  0.2690
53 H -2.68 -3.23 -3.31  0.2597
54 O -1.84 -2.83 -3.04  -0.5931


Record 3
Formula: C6H36NO11
Source: the OMol25 dataset
Level of theory: ωB97M-V/def2-TZVPD

The total energy is -1132.2576 Ha. The value obtained for the energy relative to the best compared isomer or geometry (same formula, charge and spin) is 481.1 kJ/mol. Its HOMO-LUMO gap is 10.793 eV. The charge is +1.

Each line ends with the Mulliken charge.
Cartesian coordinates (Å):
1 C -1.25 1.38 -0.81  -0.5409
2 O -2.67 1.57 -1.17  -0.6380
3 C -1.21 1.09 0.67  -0.4940
4 C -0.09 0.20 1.15  1.9755
5 C -0.06 -1.13 0.48  -0.6508
6 C -0.01 0.23 2.67  -0.7784
7 C 1.08 -0.71 3.09  -1.0613
8 N -2.67 0.55 1.11  0.0598
9 H -0.84 2.25 -1.07  0.3328
10 H -0.93 0.64 -1.54  0.4563
11 H -2.90 1.23 -1.99  0.3218
12 H -1.05 2.06 1.13  0.3384
13 H 0.94 0.68 0.86  -0.4340
14 H -1.03 -1.61 0.44  -0.0614
15 H 0.31 -1.00 -0.47  -0.3810
16 H 0.46 -2.01 1.01  0.4524
17 H 0.51 1.23 3.02  0.2057
18 H -0.91 0.10 3.15  0.5892
19 H 2.06 -0.38 2.90  0.3774
20 H 0.99 -1.65 2.33  0.0739
21 H 1.01 -1.04 4.10  0.3993
22 H -2.71 -0.39 0.57  -0.1298
23 H -3.40 1.10 0.74  0.3769
24 H -2.64 0.48 2.06  0.3681
25 H 2.93 3.35 1.17  0.2506
26 H 2.75 3.28 -0.18  0.2883
27 O 2.90 2.67 0.56  -0.5697
28 H 3.07 -1.37 -1.53  0.3038
29 H 2.66 -1.19 -0.05  0.2585
30 O 2.64 -1.84 -0.81  -0.5488
31 H 0.63 4.69 -1.47  0.3081
32 H 1.67 5.16 -0.44  0.3074
33 O 1.01 4.42 -0.66  -0.6061
34 H -0.17 -4.09 0.25  0.2371
35 H -0.46 -4.40 1.64  0.2719
36 O -0.65 -3.71 0.99  -0.5467
37 H 0.86 -0.42 -2.40  0.2657
38 H 0.68 -0.59 -3.97  0.2898
39 O 0.75 0.05 -3.24  -0.6228
40 H -3.38 -2.19 -0.45  0.3110
41 H -4.52 -1.39 -1.02  0.2798
42 O -3.58 -1.35 -0.88  -0.5546
43 H 2.99 1.08 -2.37  0.2881
44 H 3.34 0.98 -0.72  0.3024
45 O 3.50 0.76 -1.63  -0.6276
46 H 1.11 3.63 -4.01  0.3010
47 H -0.17 4.24 -3.55  0.3094
48 O 0.76 4.18 -3.27  -0.6375
49 H 1.51 -4.21 -1.11  0.2857
50 H 2.44 -3.97 0.19  0.2903
51 O 1.68 -4.39 -0.24  -0.6053
52 H -2.66 -3.14 1.50  0.2846
53 H -4.01 -2.73 1.81  0.2692
54 O -3.26 -2.35 1.49  -0.5418


Record 4
Formula: C6H36NO12
Source: the OMol25 dataset
Level of theory: ωB97M-V/def2-TZVPD

The total energy is -1207.7905 Ha. The value obtained for the energy relative to the best compared isomer or geometry (same formula, charge and spin) is 522.1 kJ/mol. Its HOMO-LUMO gap is 8.784 eV. The charge is -1.

Each line ends with the Mulliken charge.
Cartesian coordinates (Å):
1 C 0.11 0.04 0.78  -0.3023
2 N -0.92 0.91 1.36  0.0025
3 C -2.06 0.06 2.36  -0.1492
4 O -1.30 -0.84 2.83  -0.6331
5 C 1.13 0.87 0.06  -0.0367
6 C 2.06 1.70 1.03  0.9645
7 C 3.13 2.53 0.29  -1.6267
8 C 2.80 0.81 2.03  -1.4811
9 H -0.40 -0.63 0.04  -0.2103
10 H 0.55 -0.75 1.44  0.3763
11 H -0.51 1.77 1.80  0.3720
12 H -2.50 0.94 2.99  0.1628
13 H -2.81 -0.18 1.47  0.1624
14 H 1.88 0.10 -0.41  0.1456
15 H 0.70 1.39 -0.70  -0.3136
16 H 1.49 2.43 1.67  0.1881
17 H 3.53 3.32 0.89  0.4361
18 H 3.84 1.73 -0.16  0.2870
19 H 2.75 2.97 -0.55  0.4323
20 H 3.66 1.25 2.52  0.4339
21 H 3.27 0.02 1.52  0.3843
22 H 2.13 0.25 2.75  0.2085
23 H -1.07 -3.75 0.59  0.3610
24 H -1.47 -2.93 -0.64  0.2993
25 O -1.23 -3.82 -0.36  -0.6870
26 H 2.82 -4.22 -0.79  0.3449
27 H 3.20 -2.79 -0.62  0.3423
28 O 3.44 -3.66 -0.20  -0.6725
29 H 0.76 -2.71 -2.38  0.3456
30 H 0.64 -3.80 -1.47  0.4512
31 O 1.35 -3.56 -2.10  -0.7075
32 H -1.67 1.13 -1.59  0.3459
33 H -2.19 0.91 -3.30  0.2514
34 O -1.21 1.00 -2.80  -0.8223
35 H -1.63 -2.53 2.72  0.3578
36 H -0.64 -3.54 3.35  0.2770
37 O -1.54 -3.47 3.06  -0.7115
38 H 0.65 2.24 -4.97  0.2670
39 H -0.38 1.83 -3.89  0.4275
40 O -0.12 2.47 -4.62  -0.7203
41 H -4.96 0.08 -1.33  0.2454
42 H -3.31 0.33 -1.01  0.5029
43 O -4.11 -0.35 -0.95  -0.7249
44 H -0.26 -0.07 4.83  0.2947
45 H -0.53 -1.54 4.85  0.3413
46 O -0.40 -0.82 5.41  -0.6477
47 H -0.77 3.34 -3.07  0.3427
48 H 0.05 3.24 -1.95  0.2318
49 O -0.62 3.72 -2.29  -0.6377
50 H -2.56 2.45 -1.20  0.3248
51 H -1.59 1.23 0.64  0.3231
52 O -2.30 1.59 -0.71  -1.0297
53 H -0.43 -0.22 -2.67  0.4123
54 H -0.43 -1.23 -3.74  0.2180
55 O -0.04 -1.21 -2.83  -0.7498